The following is a quantum chemistry calculation of 2 unconnected molecules or ions with the total composition C3H7N2O in a non-equilibrium geometry, from the Open Molecules 2025 dataset.

Calculated values
HOMO-LUMO gap (alpha / beta): 7.12 / 7.99 eV
energy relative to the best compared isomer or geometry (same formula, charge and spin): 517.35 kJ/mol
highest occupied orbital energy (alpha / beta): -12.46 / -12.96 eV
LUMO energy (alpha / beta): -5.34 / -4.98 eV
net charge: +1
spin multiplicity: 1

XYZ file:
```
13
Properties=species:S:1:pos:R:3:forces:R:3:lowdin_charge:R:1
O -1.947 -0.677 1.310 0.337 1.069 -1.353 0.206
N -2.562 0.729 -0.442 -2.803 1.017 -2.891 0.200
N 1.375 -0.879 0.491 4.527 0.679 2.390 0.016
C 1.723 -0.055 -0.717 -2.108 -0.654 -1.614 -0.119
C -1.892 0.108 0.442 1.252 -1.725 2.310 -0.254
C 0.922 0.532 0.351 -0.467 1.612 2.022 -0.114
H -2.234 1.462 -1.068 0.709 -0.282 0.630 0.144
H 2.199 -1.155 1.175 -2.070 1.027 -1.837 0.225
H -3.566 0.455 -0.763 2.137 0.077 1.413 0.213
H 1.053 -0.416 -1.579 1.787 0.623 0.956 0.139
H 2.760 0.256 -0.893 -0.376 -0.688 0.109 0.128
H 1.479 1.195 1.129 -1.214 -1.036 -1.549 0.114
H 0.689 -1.555 0.562 -1.710 -1.718 -0.587 0.102
```
Forces are in eV/Å.